Density functional theory data (wB97M-V/def2-TZVPD) for a cluster of 15 separate species, C90H205N15O4 in total.

XYZ file:
```
314
Properties=species:S:1:pos:R:3
C -0.202 -1.454 -1.611
C -0.533 -0.228 -1.096
C -0.425 -0.009 0.277
C 0.054 -1.032 1.065
C 0.361 -2.283 0.529
C 0.219 -2.453 -0.804
N 0.271 -0.723 2.492
O -0.293 0.249 2.911
O 0.944 -1.477 3.127
H -0.267 -1.588 -2.685
H -0.895 0.584 -1.656
H -0.706 0.943 0.733
H 0.726 -3.082 1.077
H 0.421 -3.384 -1.315
C -6.926 5.848 -2.322
C -7.304 4.623 -2.836
C -6.412 3.535 -2.791
C -5.177 3.673 -2.196
C -4.755 4.958 -1.787
C -5.605 6.031 -1.859
N -4.272 2.523 -2.148
O -3.213 2.652 -1.516
O -4.544 1.525 -2.779
H -7.615 6.711 -2.274
H -8.339 4.382 -3.110
H -6.769 2.518 -3.098
H -3.718 5.150 -1.474
H -5.259 6.980 -1.419
C 3.558 -3.249 5.443
C 4.334 -2.744 4.251
N 5.417 -1.804 4.629
C 4.959 -0.501 5.178
C 4.121 0.305 4.212
C 6.342 -1.526 3.510
C 7.449 -0.474 3.734
H 4.254 -3.705 6.183
H 2.823 -3.995 5.128
H 2.999 -2.492 5.924
H 4.898 -3.592 3.794
H 3.699 -2.309 3.434
H 4.367 -0.755 6.069
H 5.798 0.050 5.569
H 3.734 1.249 4.650
H 4.821 0.641 3.444
H 3.306 -0.292 3.757
H 5.713 -1.280 2.609
H 6.834 -2.488 3.252
H 8.149 -0.399 2.915
H 8.038 -0.612 4.622
H 7.064 0.512 3.826
C 0.059 8.036 -0.303
C 0.780 7.717 -1.572
N -0.024 7.278 -2.776
C 0.931 7.058 -3.845
C 1.058 8.269 -4.798
C -0.712 5.957 -2.529
C -1.754 5.584 -3.661
H 0.713 8.553 0.402
H -0.404 7.225 0.272
H -0.716 8.774 -0.568
H 1.187 8.649 -1.938
H 1.671 7.074 -1.380
H 0.583 6.233 -4.450
H 1.825 6.654 -3.411
H 1.197 9.145 -4.163
H 0.169 8.514 -5.406
H 1.934 8.124 -5.440
H 0.041 5.130 -2.414
H -1.102 6.088 -1.479
H -2.144 4.690 -3.261
H -2.470 6.352 -3.796
H -1.297 5.273 -4.596
C -0.247 -3.202 -6.641
C -0.393 -4.687 -6.390
N -1.822 -5.067 -6.147
C -2.761 -4.781 -7.225
C -2.369 -5.298 -8.591
C -2.387 -4.463 -4.920
C -1.531 -4.811 -3.697
H 0.726 -3.031 -7.002
H -0.473 -2.582 -5.746
H -0.986 -2.941 -7.381
H -0.171 -5.137 -7.328
H 0.297 -5.087 -5.652
H -3.707 -5.177 -6.867
H -2.960 -3.630 -7.264
H -3.190 -5.147 -9.249
H -1.548 -4.791 -8.962
H -2.178 -6.374 -8.659
H -3.420 -4.823 -4.771
H -2.484 -3.415 -5.008
H -2.076 -4.643 -2.774
H -0.545 -4.387 -3.712
H -1.296 -5.880 -3.723
C 6.191 0.409 -0.575
C 5.287 -0.427 -1.528
N 5.511 -1.832 -1.508
C 5.257 -2.561 -0.277
C 3.894 -2.262 0.181
C 6.768 -2.160 -2.114
C 6.808 -1.907 -3.574
H 6.258 1.435 -0.779
H 7.202 -0.004 -0.676
H 5.955 0.321 0.508
H 4.257 -0.196 -1.356
H 5.398 -0.117 -2.541
H 5.313 -3.646 -0.443
H 5.977 -2.405 0.574
H 3.160 -2.381 -0.609
H 3.658 -2.856 1.062
H 3.874 -1.226 0.492
H 6.882 -3.289 -1.961
H 7.682 -1.766 -1.577
H 7.744 -2.171 -4.061
H 6.711 -0.858 -3.769
H 6.105 -2.534 -4.116
C -1.966 2.469 8.676
C -0.743 2.392 7.783
N 0.327 1.526 8.444
C 0.946 2.141 9.667
C 1.384 3.570 9.588
C 1.322 1.275 7.342
C 0.875 0.218 6.273
H -2.452 1.503 8.825
H -2.733 3.094 8.205
H -1.746 2.839 9.671
H -1.063 1.885 6.853
H -0.327 3.367 7.473
H 0.226 1.980 10.475
H 1.803 1.518 9.921
H 0.455 4.133 9.392
H 1.804 3.904 10.514
H 2.026 3.804 8.713
H 2.240 0.953 7.806
H 1.536 2.157 6.763
H 0.514 -0.730 6.720
H 1.685 -0.015 5.593
H 0.051 0.619 5.641
C -1.459 3.651 0.915
C -1.564 4.627 2.077
N -0.336 4.788 2.943
C 0.130 3.493 3.445
C 1.481 3.497 4.051
C -0.672 5.633 4.083
C -1.394 6.930 3.716
H -2.097 3.901 0.075
H -1.659 2.594 1.248
H -0.455 3.616 0.550
H -1.783 5.611 1.640
H -2.486 4.514 2.714
H 0.188 2.840 2.552
H -0.519 2.967 4.166
H 1.770 2.462 4.150
H 1.390 3.920 5.071
H 2.231 4.075 3.522
H -1.287 5.138 4.890
H 0.244 5.886 4.656
H -2.355 6.771 3.265
H -1.459 7.563 4.588
H -0.770 7.385 2.951
C -3.046 1.280 4.882
C -3.511 1.396 3.416
N -4.585 0.505 2.994
C -4.185 -0.682 2.220
C -3.356 -1.674 3.045
C -5.769 1.180 2.569
C -5.766 1.802 1.142
H -3.921 1.188 5.553
H -2.481 2.166 5.237
H -2.409 0.398 5.107
H -3.815 2.432 3.186
H -2.636 1.162 2.798
H -5.134 -1.101 1.850
H -3.664 -0.457 1.265
H -3.078 -2.523 2.407
H -2.456 -1.162 3.355
H -3.824 -2.126 3.938
H -5.956 1.961 3.316
H -6.625 0.495 2.634
H -6.590 2.484 1.016
H -5.986 1.040 0.385
H -4.838 2.318 0.984
C 0.361 1.609 -4.143
C -0.641 0.673 -4.789
N -1.361 1.337 -5.888
C -2.607 1.961 -5.429
C -3.058 3.015 -6.393
C -1.678 0.302 -6.903
C -0.450 -0.164 -7.738
H 0.990 1.993 -4.921
H 0.949 1.100 -3.403
H -0.010 2.491 -3.649
H -0.208 -0.256 -5.213
H -1.361 0.369 -3.924
H -3.447 1.221 -5.267
H -2.382 2.453 -4.443
H -2.205 3.643 -6.567
H -3.433 2.646 -7.340
H -3.878 3.645 -6.011
H -2.462 0.586 -7.651
H -2.060 -0.603 -6.436
H -0.816 -0.848 -8.514
H 0.283 -0.630 -7.046
H 0.016 0.667 -8.214
C 1.361 -5.985 -1.887
C 0.370 -6.159 -0.806
N 0.927 -5.668 0.460
C 0.021 -5.750 1.667
C -1.411 -5.348 1.296
C 2.215 -6.415 0.780
C 2.901 -6.047 2.142
H 2.206 -6.620 -1.695
H 1.732 -4.943 -1.996
H 0.922 -6.258 -2.826
H -0.585 -5.644 -0.869
H 0.105 -7.278 -0.709
H -0.079 -6.738 2.125
H 0.458 -5.101 2.427
H -1.883 -6.212 0.819
H -2.084 -5.190 2.137
H -1.514 -4.399 0.722
H 2.958 -6.234 -0.016
H 2.068 -7.454 0.936
H 2.796 -4.965 2.284
H 3.968 -6.373 2.114
H 2.460 -6.490 3.023
C 3.514 -1.468 -7.959
C 3.657 -1.633 -6.456
N 3.027 -0.534 -5.684
C 3.122 -0.821 -4.237
C 2.515 -2.134 -3.793
C 3.611 0.793 -6.000
C 5.101 1.021 -5.604
H 3.774 -2.472 -8.293
H 4.283 -0.777 -8.369
H 2.502 -1.233 -8.286
H 3.178 -2.616 -6.223
H 4.723 -1.832 -6.267
H 2.634 0.026 -3.720
H 4.159 -0.885 -3.866
H 2.605 -2.200 -2.680
H 3.115 -2.929 -4.271
H 1.436 -2.151 -3.995
H 3.468 0.974 -7.079
H 3.048 1.558 -5.498
H 5.758 0.201 -5.919
H 5.412 1.941 -6.009
H 5.155 1.054 -4.521
C -0.103 -6.061 5.389
C -1.342 -5.240 4.977
N -2.172 -5.014 6.215
C -3.558 -4.638 5.836
C -4.552 -4.567 6.963
C -1.632 -3.983 7.104
C -1.608 -2.493 6.630
H 0.568 -6.138 4.570
H -0.338 -7.080 5.719
H 0.366 -5.524 6.223
H -1.057 -4.316 4.513
H -1.956 -5.810 4.230
H -3.532 -3.637 5.390
H -3.864 -5.280 4.961
H -4.324 -5.391 7.640
H -4.504 -3.639 7.507
H -5.605 -4.721 6.718
H -0.718 -4.403 7.458
H -2.277 -4.095 7.965
H -0.843 -2.420 5.866
H -1.446 -1.763 7.455
H -2.594 -2.274 6.164
C 2.576 1.412 0.839
C 2.396 2.202 -0.481
N 3.154 3.496 -0.471
C 2.367 4.477 0.321
C 3.238 5.617 0.685
C 3.348 3.975 -1.876
C 4.541 3.297 -2.570
H 2.150 0.402 0.527
H 1.977 1.816 1.613
H 3.702 1.386 1.076
H 2.841 1.637 -1.308
H 1.329 2.361 -0.743
H 1.393 4.769 -0.084
H 2.136 4.008 1.278
H 4.234 5.299 1.069
H 3.422 6.339 -0.126
H 2.854 6.298 1.483
H 3.634 5.026 -1.887
H 2.439 3.824 -2.487
H 4.553 2.183 -2.444
H 5.489 3.656 -2.138
H 4.556 3.641 -3.641
C -4.922 -4.768 -0.454
C -5.397 -3.829 -1.527
N -5.095 -2.466 -1.176
C -3.755 -2.038 -1.657
C -3.818 -1.744 -3.166
C -6.165 -1.520 -1.562
C -7.244 -1.602 -0.464
H -3.858 -4.671 -0.405
H -5.152 -5.837 -0.677
H -5.381 -4.498 0.534
H -4.946 -4.139 -2.451
H -6.499 -4.005 -1.592
H -3.429 -1.175 -1.068
H -3.005 -2.810 -1.442
H -4.256 -2.641 -3.686
H -4.551 -0.995 -3.411
H -2.877 -1.455 -3.677
H -6.687 -1.705 -2.478
H -5.846 -0.482 -1.617
H -6.877 -1.272 0.510
H -7.662 -2.639 -0.367
H -8.073 -1.007 -0.818
```

## Properties
lowest unoccupied orbital energy = -0.93 eV
gap between HOMO and LUMO = 6.9154 eV
spin multiplicity = 1
highest occupied orbital energy = -0.288 Ha
relative energy (zero: lowest compared OMol25 entry of this formula, charge and spin) = 0.0 kJ/mol